Entry 1:
{"formula": "CO4S", "method": "ωB97M-V/def2-TZVPD", "spin_multiplicity": 3, "orbital_gap_ev": [9.88, 6.67], "e_lumo_ev": [0.569, -5.354], "e_above_lowest_kcal_mol": 31.2, "elements": ["C", "O", "O", "O", "O", "S"], "coordinates": [[-1.33, 0.03, 0.05], [0.37, -0.77, -0.10], [-1.12, 0.90, -0.67], [2.65, 0.11, -0.22], [-1.86, -0.63, 0.86], [1.29, 0.36, 0.09]], "mulliken_spin": [0.00, 0.38, 0.01, 0.63, 0.01, 0.97]}



Entry 2:
{"formula": "C17H18F3N2O4S2", "method": "ωB97M-V/def2-TZVPD", "spin_multiplicity": 1, "total_charge": -1, "orbital_gap_ev": 4.74, "e_lumo_ev": 2.513, "e_above_lowest_kcal_mol": 5.0, "elements": ["C", "N", "S", "C", "F", "F", "F", "S", "C", "C", "C", "C", "C", "C", "O", "O", "H", "H", "H", "H", "H", "H", "H", "H", "C", "C", "O", "C", "C", "C", "C", "C", "N", "C", "C", "O", "H", "H", "H", "H", "H", "H", "H", "H", "H", "H"], "coordinates": [[2.02, 1.75, -1.25], [2.84, 0.95, -0.34], [2.21, -0.76, 0.00], [3.74, -1.80, 0.18], [4.85, -1.06, 0.05], [3.79, -2.45, 1.37], [3.74, -2.74, -0.81], [3.44, 1.80, 1.00], [1.92, 1.70, 1.91], [1.00, 2.71, 1.70], [-0.37, 2.42, 1.94], [-0.63, 1.17, 2.39], [0.22, 0.16, 2.64], [1.59, 0.46, 2.45], [4.43, 1.02, 1.68], [3.71, 3.15, 0.57], [2.24, 1.35, -2.25], [0.94, 1.69, -1.05], [2.35, 2.79, -1.23], [1.36, 3.68, 1.33], [-1.12, 3.20, 1.77], [0.22, -0.06, -0.74], [-0.06, -0.84, 2.99], [2.39, -0.23, 2.73], [-3.80, -0.05, 2.72], [-3.38, 0.28, 1.32], [-2.16, -0.46, 1.03], [-1.78, -0.21, -0.22], [-0.49, -0.90, -0.69], [-0.84, -1.39, -2.07], [-1.09, -0.50, -3.12], [-1.57, -1.00, -4.34], [-1.83, -2.30, -4.53], [-1.59, -3.16, -3.54], [-1.08, -2.76, -2.29], [-2.40, 0.56, -0.94], [-4.64, 0.60, 2.99], [-4.13, -1.08, 2.78], [-2.99, 0.12, 3.42], [-4.13, -0.05, 0.60], [-3.19, 1.35, 1.18], [-0.24, -1.69, 0.03], [-1.00, 0.58, -3.00], [-1.77, -0.31, -5.17], [-1.83, -4.21, -3.72], [-0.92, -3.49, -1.50]], "nbo_charge": [-0.44, -0.78, 0.38, 0.84, -0.31, -0.32, -0.34, 2.32, -0.44, -0.23, -0.32, -0.32, -0.32, -0.21, -0.94, -0.94, 0.20, 0.20, 0.25, 0.20, 0.17, 0.25, 0.17, 0.21, -0.64, -0.07, -0.48, 0.82, -0.53, 0.04, -0.23, 0.03, -0.44, 0.03, -0.26, -0.64, 0.20, 0.19, 0.26, 0.17, 0.21, 0.24, 0.24, 0.19, 0.18, 0.21]}



Entry 3:
{"formula": "C4H6IN", "method": "ωB97M-V/def2-TZVPD", "spin_multiplicity": 1, "orbital_gap_ev": 8.69, "e_lumo_ev": 0.173, "e_above_lowest_kcal_mol": 63.4, "elements": ["C", "C", "C", "C", "N", "I", "H", "H", "H", "H", "H", "H"], "coordinates": [[0.96, -1.37, -0.26], [-1.35, 0.67, 0.10], [-0.10, 1.42, 0.49], [-0.10, 0.50, -0.65], [0.47, -2.07, 0.60], [2.64, -1.55, -1.54], [-1.68, -0.13, 0.74], [-2.16, 1.20, -0.38], [-0.02, 2.48, 0.29], [0.39, 1.12, 1.40], [0.10, 0.71, -1.68], [0.84, -2.98, 0.88]], "nbo_charge": [0.16, -0.46, -0.45, -0.12, -0.69, 0.08, 0.24, 0.22, 0.22, 0.23, 0.22, 0.38]}